# 1
{
  "formula": "C6H10",
  "method": "the ωB97M-V functional and the def2-TZVPD basis",
  "orbital_gap_ev": 9.85,
  "smiles": "C/C=C1/C[C@H]1C",
  "total_charge": 0,
  "homo_energy_ev": -8.71,
  "elements": ["C", "C", "C", "C", "C", "C", "H", "H", "H", "H", "H", "H", "H", "H", "H", "H"],
  "coordinates": [[-0.050, 0.347, -0.521], [-1.120, -0.418, -0.997], [0.560, 1.711, -0.630], [1.114, 0.533, 0.277], [-1.266, -1.898, -0.682], [0.903, 0.438, 1.760], [-1.936, 0.030, -1.767], [1.097, 1.958, -1.474], [0.051, 2.510, -0.303], [1.989, 0.061, -0.122], [-1.567, -2.248, -1.648], [-2.123, -2.166, 0.000], [-0.367, -2.354, -0.282], [0.150, 1.110, 2.015], [1.720, 1.009, 2.309], [0.843, -0.623, 2.064]],
  "mulliken_charge": [0.214, -0.093, -0.967, 0.122, -1.081, -1.194, 0.255, 0.268, 0.293, 0.327, 0.318, 0.269, 0.314, 0.352, 0.312, 0.290]
}

---

# 2
{
  "formula": "C33H32F3N5O4PbSeTe",
  "method": "the ωB97M-V functional and the def2-TZVPD basis",
  "orbital_gap_ev": [4.78, 7.02],
  "total_charge": -1,
  "homo_energy_ev": [-2.82, -5.06],
  "multiplicity": 2,
  "elements": ["Pb", "N", "C", "O", "C", "C", "H", "H", "H", "H", "H", "H", "Se", "N", "C", "C", "C", "C", "N", "C", "N", "H", "H", "H", "F", "C", "F", "F", "C", "O", "O", "C", "C", "C", "C", "C", "C", "Te", "N", "C", "O", "C", "C", "C", "C", "C", "C", "C", "C", "C", "C", "C", "C", "C", "C", "C", "C", "H", "H", "H", "H", "H", "H", "H", "H", "H", "H", "H", "H", "H", "H", "H", "H", "H", "H", "H", "H", "H", "H", "H"],
  "coordinates": [[-1.849, 0.226, 0.207], [-0.285, 4.318, -0.303], [-1.059, 3.622, 0.569], [-0.586, 3.076, 1.569], [-2.497, 3.472, 0.200], [-2.651, 2.248, -0.745], [0.713, 4.172, -0.272], [-0.665, 4.527, -1.211], [-2.855, 4.387, -0.284], [-3.064, 3.317, 1.118], [-2.180, 2.467, -1.707], [-3.714, 2.113, -0.945], [-4.984, 0.026, -4.033], [-6.131, -1.166, -3.321], [-5.677, -1.421, -2.099], [-6.261, -2.307, -1.176], [-5.641, -2.474, 0.064], [-4.493, -1.771, 0.372], [-3.905, -0.890, -0.461], [-4.456, -0.712, -1.695], [-3.917, 0.093, -2.588], [-7.155, -2.853, -1.444], [-6.048, -3.163, 0.793], [-4.002, -1.910, 1.332], [-2.243, -2.223, -3.716], [-1.869, -3.108, -2.783], [-2.985, -3.525, -2.150], [-1.354, -4.171, -3.428], [-0.863, -2.505, -1.756], [0.006, -3.264, -1.343], [-1.075, -1.285, -1.491], [1.071, -1.829, 6.441], [1.125, -1.111, 5.119], [1.368, 0.254, 5.053], [1.445, 0.929, 3.840], [1.706, 2.423, 3.879], [1.273, 0.202, 2.644], [1.909, 1.278, 0.898], [0.592, 0.929, -0.579], [1.227, 1.549, -1.579], [2.328, 2.151, -1.354], [0.703, 1.547, -2.980], [1.471, 2.194, -3.951], [1.046, 2.240, -5.268], [-0.152, 1.636, -5.633], [-0.913, 0.982, -4.678], [-0.489, 0.932, -3.357], [3.271, -0.228, 0.247], [2.899, -1.121, -0.749], [3.770, -2.127, -1.140], [5.016, -2.230, -0.540], [5.392, -1.324, 0.443], [4.529, -0.313, 0.851], [4.947, 0.666, 1.926], [0.974, -1.171, 2.694], [0.666, -1.996, 1.472], [0.917, -1.798, 3.933], [1.261, -1.148, 7.270], [1.816, -2.627, 6.476], [0.092, -2.289, 6.596], [1.495, 0.818, 5.973], [1.493, 2.812, 4.874], [1.079, 2.955, 3.164], [2.752, 2.649, 3.649], [2.403, 2.653, -3.650], [1.653, 2.741, -6.013], [-0.484, 1.667, -6.665], [-1.843, 0.491, -4.941], [-1.085, 0.386, -2.644], [1.922, -1.061, -1.213], [3.449, -2.837, -1.891], [5.698, -3.020, -0.833], [6.369, -1.404, 0.908], [5.987, 0.511, 2.212], [4.327, 0.557, 2.822], [4.844, 1.693, 1.568], [0.517, -1.386, 0.589], [-0.247, -2.574, 1.622], [1.466, -2.706, 1.258], [0.693, -2.861, 3.965]],
  "mulliken_charge": [1.185, -0.349, 0.436, -0.487, -1.050, -0.754, 0.249, 0.251, 0.418, 0.279, 0.151, 0.492, 0.031, -0.971, 0.770, -0.618, -0.665, -0.427, -0.085, 0.239, -0.291, 0.410, 0.351, 0.390, -0.212, 0.511, -0.285, -0.299, -0.113, -0.682, 0.182, -1.534, 0.759, -0.998, 0.326, -1.678, 0.374, 0.276, 0.898, -0.030, -0.907, 0.324, -0.910, -0.624, -0.553, -1.214, 0.833, 0.760, -0.177, -0.844, -0.676, -0.827, 0.688, -1.395, 1.543, -1.067, -0.832, 0.353, 0.331, 0.340, 0.302, 0.425, 0.240, 0.307, 0.457, 0.393, 0.405, 0.370, 0.391, 0.156, 0.479, 0.377, 0.373, 0.450, 0.265, 0.282, -0.794, 0.618, 0.463, 0.443]
}

---

Sequential electronic energy output: -6381.15629, -136422.81240 eV
Sequential relative energy (zero: lowest compared OMol25 entry of this formula, charge and spin) output: 260.8, 6.3 kJ/mol